# 1
# C26H30N3O

An isolated ion of composition C26H30N3O and charge +1 at a distorted geometry (wB97M-V/def2-TZVPD, OMol25).

Calculated values
Total charge: +1
Kohn-Sham gap (eV): 7.7
Energy above the lowest of the compared OMol25 structures with the same formula, charge and spin (kJ/mol): 0.0

Geometry (Å):
O: -0.215787 2.925052 2.008413
N: 3.693638 -0.824180 3.440545
N: 3.242284 1.829712 9.108948
N: 8.547640 -4.951347 3.776328
C: 0.776570 2.009429 2.192883
C: 3.288581 1.442330 10.510452
C: 8.655444 -5.097418 2.328315
C: 4.245710 1.454165 5.704606
C: 1.477959 0.201202 3.672467
C: 3.648375 1.101893 8.044925
C: 2.874656 3.202468 8.746887
C: 4.465886 -0.745853 6.736055
C: 2.010991 1.905612 1.486551
C: 7.505042 -3.329802 5.391101
C: 0.510998 1.107711 3.255606
C: 2.966110 0.977103 1.945673
C: 6.583015 -2.048254 3.051071
C: 7.426927 -3.151537 2.955253
C: 3.091925 3.249267 7.237973
C: 5.098637 -0.433604 4.276625
C: 7.879647 -3.916693 1.772734
C: 4.561432 0.080274 5.621382
C: 6.754929 -2.130595 5.436792
C: 2.705735 0.160342 3.025510
C: 9.222574 -5.928361 4.609999
C: 4.061610 -0.240125 7.979778
C: -0.216481 3.962370 0.948544
C: 7.838751 -3.844654 4.129148
C: 6.065329 -1.636221 4.297774
C: 3.681884 1.935744 6.884471
H: 4.434360 2.176380 4.874833
H: 6.377065 -1.479768 2.127098
H: 8.949850 -5.808396 5.668007
H: 4.234726 -1.164775 2.641004
H: 2.193402 2.525530 0.621749
H: 4.056368 -0.871469 8.875949
H: 3.514453 3.902910 9.305787
H: 3.775004 2.240102 11.084706
H: 1.263581 -0.530128 4.460138
H: -0.169509 3.509111 -0.061448
H: 7.839595 -3.834679 6.300453
H: 2.133919 3.401858 6.736544
H: 10.317380 -5.838672 4.498840
H: 6.746503 -1.587036 6.393588
H: 0.570098 4.743454 1.095945
H: 8.954607 -6.945034 4.275383
H: 3.899058 0.847676 1.386313
H: 3.727539 4.088334 6.968252
H: 3.234257 -1.583979 3.949856
H: 3.848722 0.505391 10.635811
H: 2.277678 1.314364 10.917772
H: 8.235126 -6.063290 2.020549
H: 5.556127 0.399167 3.691388
H: 4.753723 -1.791415 6.685363
H: 7.018883 -4.258985 1.195931
H: 9.713613 -5.099176 2.043616
H: 8.507254 -3.332926 1.101182
H: 1.835014 3.393935 9.041288
H: -1.222535 4.396965 1.099475
H: -0.440100 1.145945 3.744782

Forces on the atoms, in the same order (eV/Å):
0.655 0.279 -0.929
2.092 -0.269 -0.412
-0.274 -0.066 0.848
-0.011 -0.368 0.373
0.398 0.107 0.135
-0.099 -0.015 -0.377
0.274 -0.453 0.432
-0.702 0.781 0.689
-0.346 -0.066 -0.031
0.411 0.001 -0.716
0.162 -0.423 0.696
-0.367 0.287 0.652
-0.843 -0.306 1.104
0.084 0.669 -0.416
1.015 0.060 -0.450
-0.186 0.431 -0.815
0.292 -1.035 -0.508
-0.821 0.727 1.291
-0.221 1.005 -0.273
-0.301 0.643 2.066
0.089 0.165 -1.239
1.333 0.052 -1.228
-0.422 -0.716 0.202
0.023 0.202 0.101
0.004 0.116 -0.027
-0.222 0.175 -0.026
-0.221 -0.599 0.659
-0.377 0.143 -0.280
0.680 1.182 -0.066
0.709 -1.524 -0.380
-0.291 -0.875 0.526
-0.272 -0.389 0.381
0.094 -0.044 -0.407
-0.990 -0.627 -0.241
0.135 0.026 0.010
-0.033 0.211 -0.496
-0.128 -0.074 -0.172
0.042 -0.189 -0.048
0.009 0.443 -0.150
0.141 0.173 0.604
0.075 0.515 -0.230
0.066 -0.053 -0.132
-0.300 0.044 0.159
-0.440 -0.522 -0.547
-0.515 -0.831 0.001
-0.034 0.326 0.223
-0.264 0.210 0.209
0.078 0.093 -0.146
0.418 -0.008 -0.172
-0.168 0.363 -0.035
0.140 -0.078 -0.033
0.055 0.109 0.013
-0.808 -0.555 0.152
-0.257 0.230 -0.075
0.035 0.039 -0.074
-0.077 0.062 -0.072
-0.042 0.118 -0.090
0.159 0.064 -0.107
0.718 -0.050 -0.260
-0.354 0.084 0.134

=====

# 2
# C26H30N4O2S

The molecule C26H30N4O2S at a distorted geometry (wB97M-V/def2-TZVPD, OMol25).

Calculated values
Kohn-Sham gap (eV): 7.1
Energy above the lowest of the compared OMol25 structures with the same formula, charge and spin (kJ/mol): 254.4

Geometry (Å):
S: 3.667725 -1.867183 7.945054
O: 0.093259 -1.901413 4.808273
O: 1.516556 2.315577 6.580045
N: 2.619636 -1.606975 2.130741
N: 2.688845 0.370257 6.778040
N: 1.374597 -1.539754 6.597319
N: -4.944798 0.232716 2.060786
C: -2.781362 -0.626563 2.694031
C: -3.621208 0.457511 2.379715
C: 0.854439 -3.249318 8.227608
C: 3.318436 1.007804 9.146703
C: 0.536015 0.925623 3.899939
C: 3.534741 1.799647 2.783807
C: 0.652707 -1.050800 5.518475
C: -5.358371 -1.047758 1.500196
C: 5.601137 0.510029 2.567118
C: -1.512305 -0.370211 3.176143
C: 3.527388 -0.552246 2.151812
C: 0.561929 0.459435 5.357376
C: 2.563759 -0.985361 7.044671
C: 4.905892 -0.654205 2.210215
C: -0.923285 0.868338 3.292449
C: 3.738686 1.036603 7.695958
C: 4.930619 1.717841 2.808919
C: 1.486132 0.179799 2.956261
C: -1.684175 1.942644 2.777042
C: -6.018289 1.095235 2.502144
C: 1.621917 1.131549 6.260162
C: 2.820525 0.621768 2.559693
C: 1.243055 -3.012035 6.804575
C: 2.960956 -3.015082 2.093302
C: 1.379615 -1.130293 2.505453
C: -3.031801 1.757745 2.444781
H: 6.679928 0.470454 2.691543
H: 5.501546 2.611278 3.049732
H: -4.684706 -1.332522 0.673410
H: 4.049297 -3.128251 2.104835
H: 2.988356 2.736346 2.908669
H: 5.412601 -1.605023 2.046012
H: -3.157668 -1.651525 2.678913
H: 4.015961 1.616999 9.735811
H: -3.661234 2.616493 2.198554
H: 0.865570 1.982443 3.864311
H: 2.549660 -3.485777 1.191219
H: 0.508914 -1.748865 2.302985
H: 2.308284 1.412180 9.280088
H: 4.603741 0.369964 7.582171
H: 0.113372 -2.508359 8.537811
H: -0.971137 -1.243622 3.453752
H: -6.376718 -0.916450 1.113975
H: -1.233519 2.929788 2.632027
H: 2.546274 -3.534542 2.974752
H: -5.676256 2.127946 2.537611
H: -6.836446 0.976938 1.791289
H: -0.356880 0.736238 5.893663
H: 1.722181 -3.186008 8.891650
H: 0.491195 -3.351941 6.095417
H: 2.223547 -3.439568 6.557436
H: 3.952212 2.038917 7.321375
H: 0.428452 -4.253907 8.310847
H: -5.356056 -1.863382 2.247243
H: 3.354707 -0.003803 9.588408
H: -6.392869 0.809046 3.494262

Forces on the atoms, in the same order (eV/Å):
-0.253 0.343 -1.042
0.857 2.098 1.398
0.225 -1.779 -0.880
0.019 0.709 -0.605
0.707 0.162 1.193
0.867 -1.067 -0.179
-0.470 -0.064 -0.787
-0.538 0.769 -0.057
0.783 0.230 0.706
-0.126 -0.670 0.685
-0.233 0.200 0.719
-1.095 1.076 -2.707
0.552 -0.050 -0.080
-0.935 -1.813 -1.301
0.366 0.188 0.293
-0.137 -0.649 -0.147
-0.416 -0.884 -0.388
-0.949 -0.528 1.040
0.861 -0.917 1.127
-0.304 0.289 0.206
0.764 0.958 0.077
0.375 0.503 -0.029
-0.413 -0.736 -1.000
-0.639 0.384 -0.137
0.178 -0.336 -0.492
0.063 -0.174 0.606
0.336 -0.205 -0.024
0.194 1.732 0.750
-0.132 -1.233 0.964
0.303 0.501 -0.317
-0.281 -0.179 -0.121
0.529 0.543 0.104
-0.225 -0.554 -0.304
-0.141 0.028 -0.139
-0.024 -0.154 -0.125
-0.266 0.055 0.305
-0.337 -0.016 -0.070
0.357 -0.176 0.354
-0.008 0.377 -0.002
0.177 0.351 -0.083
-0.172 0.015 -0.169
0.414 -0.195 -0.102
-0.305 -0.395 0.314
0.205 0.002 0.156
0.373 0.064 0.653
0.203 0.040 -0.003
-0.096 0.593 -0.161
-0.048 -0.194 0.053
0.062 0.015 0.203
0.297 -0.228 0.033
-0.241 -0.220 0.381
0.182 0.243 -0.299
-0.233 0.004 -0.017
-0.072 0.374 0.064
-0.099 0.030 -0.430
-0.377 -0.016 -0.091
0.224 -0.029 0.304
-0.391 -0.132 0.052
-0.261 -0.230 -0.029
-0.056 0.140 0.155
-0.134 0.148 -0.231
-0.078 0.573 -0.388
0.014 0.081 0.041

=====

# 3
# C26H30N4O6

The molecule C26H30N4O6 at a distorted geometry (wB97M-V/def2-TZVPD, OMol25).

Calculated values
Kohn-Sham gap (eV): 8.0
Energy above the lowest of the compared OMol25 structures with the same formula, charge and spin (kJ/mol): 253.1

Geometry (Å):
O: 8.737283 0.348392 0.680850
O: 1.255159 -1.724590 -1.728842
O: -6.575264 2.020378 -0.412892
O: -5.546972 1.767880 -2.457355
O: -0.491275 1.207880 3.153093
O: -1.970898 -1.656449 1.878631
N: 1.526854 0.024180 -0.316945
N: 0.037516 -1.658018 0.204839
N: 6.431118 0.838616 -0.871289
N: -2.402005 1.533615 2.006111
C: -0.398751 1.117076 0.776729
C: -4.607179 1.678892 -1.466781
C: -3.097968 -3.473997 0.686546
C: -1.049171 1.280589 2.071385
C: 8.432994 -0.441732 -0.445420
C: 1.079610 0.809586 0.811466
C: 6.708356 1.628456 0.313012
C: 8.223536 1.650373 0.526723
C: -3.082802 -4.358055 -0.384382
C: -6.781328 1.978319 -1.810881
C: 5.078112 0.933932 -1.372467
C: 0.955074 -1.166750 -0.691059
C: 2.599542 0.553024 -1.132934
C: -3.159364 1.587278 0.871086
C: -2.926063 -1.701635 2.907924
C: -3.262506 1.475570 -1.568476
C: 3.963390 0.400816 -0.458813
C: -2.517690 1.428052 -0.372869
C: -1.111688 1.201238 -0.369746
C: -4.545658 1.794792 0.957020
C: -0.976037 -2.581212 -0.043880
C: -5.240797 1.835896 -0.220391
C: 6.923186 -0.513096 -0.682747
C: -2.055120 -2.584356 0.862874
C: -2.029509 -4.352653 -1.276034
C: -0.975276 -3.469024 -1.107185
H: 2.402481 1.608046 -1.353215
H: 6.454226 -1.011102 0.182878
H: 1.635219 1.752287 0.797135
H: -2.867376 1.644757 2.899398
H: -3.919565 -1.413930 2.545976
H: -2.584225 -0.984099 3.652984
H: -5.038262 1.916205 1.907410
H: -2.778748 1.348945 -2.521713
H: -0.148083 -3.451453 -1.796418
H: 6.344503 2.646141 0.157546
H: -2.978271 -2.694975 3.363609
H: 8.699344 2.138762 -0.337069
H: -3.932425 -3.486360 1.370254
H: 1.309052 0.327802 1.772324
H: 3.969677 0.944684 0.488218
H: -0.619747 1.065383 -1.322734
H: 8.916585 -0.017984 -1.338375
H: 8.480580 2.190835 1.439451
H: 4.889393 1.991124 -1.586137
H: 6.718165 -1.096226 -1.582165
H: 5.047387 0.389404 -2.320683
H: -0.104712 -1.160309 1.070504
H: 2.590679 -0.009584 -2.069210
H: 6.232400 1.209911 1.216516
H: -2.018915 -5.040314 -2.107627
H: -7.473186 1.156817 -2.054775
H: 4.130065 -0.656692 -0.249143
H: -3.903687 -5.047718 -0.510372
H: -7.217836 2.932509 -2.145543
H: 8.842933 -1.432672 -0.243238

Forces on the atoms, in the same order (eV/Å):
0.025 -0.072 0.149
-0.037 -0.317 -0.406
0.319 -0.020 0.485
0.371 -0.062 -0.098
0.250 -0.073 0.309
0.285 -0.256 -0.532
-0.071 0.201 -0.123
0.089 0.073 0.483
0.118 0.004 0.032
-0.058 0.044 0.435
-0.024 0.230 -0.304
0.066 0.027 0.482
-0.011 0.137 0.184
-0.281 0.093 -0.245
-0.207 -0.292 -0.192
-0.118 -0.068 0.269
0.360 -0.034 -0.019
-0.267 0.304 0.083
-0.010 -0.086 -0.100
-1.095 0.119 -0.672
-0.215 -0.065 0.176
0.053 0.130 0.267
0.362 -0.211 -0.053
-0.009 -0.053 -0.805
-0.149 0.030 0.214
-0.517 0.075 0.021
0.075 0.188 -0.338
-0.321 0.076 0.413
0.231 0.047 0.531
-0.289 0.031 -0.185
-0.157 -0.103 -0.030
0.478 -0.091 -0.340
0.347 0.095 0.046
0.080 0.078 -0.006
-0.163 -0.049 0.061
0.078 0.045 -0.038
-0.029 -0.026 -0.010
0.003 -0.034 -0.067
0.037 -0.133 0.082
0.195 -0.019 -0.098
0.034 -0.035 -0.002
-0.060 -0.035 -0.002
-0.084 0.024 0.153
0.083 -0.027 -0.165
0.051 -0.004 -0.001
-0.013 0.031 0.046
-0.003 0.033 -0.033
-0.047 0.000 0.080
-0.046 0.038 0.087
-0.001 0.128 -0.110
0.003 -0.041 0.093
0.119 -0.076 -0.108
-0.040 -0.067 0.047
-0.023 0.026 -0.075
-0.046 -0.024 -0.091
-0.003 -0.062 0.002
-0.062 0.066 -0.048
0.075 -0.018 -0.128
-0.002 0.179 0.071
-0.008 0.072 -0.023
0.008 -0.057 -0.077
0.222 0.140 0.106
-0.035 -0.044 0.077
-0.067 -0.057 -0.012
0.174 -0.187 0.122
-0.024 0.036 -0.070

=====

| no. | energy (eV) |
| --- | --- |
| 1 | -33959.435 |
| 2 | -48338.538 |
| 3 | -45694.619 |